(1)
The following is a DFT calculation (ωB97M-V/def2-TZVPD) of 2 unconnected molecules or ions with the total composition C7H13N3O in a non-equilibrium geometry.

The value obtained for the HOMO energy is -8.46 eV. Its SMILES is [H]/N=C(\N)C=C.O=C1CCNC1. The calculation puts the relative energy (zero: lowest compared OMol25 entry of this formula, charge and spin) at 2.7917 eV. The orbital gap is 9.24 eV.

The geometry in XYZ format:
```
24
Properties=species:S:1:pos:R:3:lowdin_charge:R:1
H -0.31232 -0.94305 0.06253 0.014
C 0.69821 -1.01432 0.28336 -0.123
H -1.26843 2.45240 -1.83549 0.056
H -0.39760 -0.89216 -2.49486 0.090
C 1.35542 0.36192 0.30851 -0.360
H 0.16736 -1.26398 2.37612 0.118
H 1.19827 -1.62674 -0.48859 0.141
N -1.13911 1.43306 -1.90430 0.121
H 1.72112 1.11077 2.29622 0.128
O 1.23449 1.24225 -0.49636 0.088
H 1.06207 -2.66269 1.72582 0.119
H -1.01266 -2.48266 -1.68916 0.079
C -1.03929 -1.39981 -1.76523 0.000
H -3.26972 0.82998 0.47134 0.077
C 2.20739 0.41687 1.58528 -0.143
C -1.83329 -0.66752 -0.98012 -0.160
C 0.97820 -1.55958 1.68346 -0.206
N -2.75194 1.38477 -0.16943 0.124
H -2.47011 -1.14827 -0.23888 0.108
H -2.84702 2.38586 -0.15677 0.098
H 3.00699 -1.43427 1.72249 0.098
N 2.23291 -0.93462 2.13821 -0.072
C -1.87665 0.82013 -1.05098 -0.521
H 3.21325 0.80823 1.38316 0.127
```

(2)
The following is a DFT calculation (ωB97M-V/def2-TZVPD) of C7H13N3O4 in the gas phase in a non-equilibrium geometry.

The value obtained for the HOMO energy is -9.17 eV. Its SMILES is NCC(=O)N[C@@H](CCC(N)=O)C(=O)O. The calculation puts the relative energy (zero: lowest compared OMol25 entry of this formula, charge and spin) at 1.2361 eV. The orbital gap is 9.54 eV.

The geometry in XYZ format:
```
27
Properties=species:S:1:pos:R:3:lowdin_charge:R:1
N -3.72551 -0.26325 0.30677 0.126
O -1.92509 0.20713 -1.07215 0.014
H 1.10967 3.24224 0.88267 0.118
H -3.79209 -0.72160 1.19723 0.076
H -2.38025 -2.36476 0.68114 0.110
O 2.44154 0.94963 1.25051 0.025
N 0.83925 0.27642 -0.30654 0.113
H -0.10463 0.65354 -0.57369 0.108
H 2.28073 3.07253 -0.37049 0.126
O 3.33352 -1.15401 -0.19425 0.104
H -0.53985 -1.67178 -1.18195 0.136
C 1.57751 1.15987 0.39977 -0.468
H -4.14055 0.65685 0.01545 0.132
C 1.32664 2.63757 -0.00257 -0.144
C -0.38497 -1.90754 -0.10995 -0.167
H -0.15115 -2.96630 -0.04820 0.120
H 1.03078 -0.95407 1.35524 0.158
H -0.68318 3.12550 -0.84698 0.092
C -2.37721 -0.42257 -0.11540 -0.449
N 0.25732 2.74006 -1.01680 -0.010
C 2.19155 -1.80970 -0.36363 -0.500
O 2.15883 -2.78539 -1.01633 0.136
H -1.39109 -1.13171 1.68380 0.141
C -1.61161 -1.60317 0.67785 -0.093
C 0.88654 -1.11199 0.25034 -0.166
H 3.24105 -0.38061 0.45958 0.099
H 0.53224 2.52711 -1.94140 0.063
```

(3)
The following is a DFT calculation (ωB97M-V/def2-TZVPD) of 2 unconnected molecules or ions with the total composition C7H13N4 in a non-equilibrium geometry.

The value obtained for the HOMO energy is -13.43 eV. The calculation puts the relative energy (zero: lowest compared OMol25 entry of this formula, charge and spin) at 7.2336 eV. The net charge is +1. The orbital gap is 9.06 eV.

The geometry in XYZ format:
```
24
Properties=species:S:1:pos:R:3:lowdin_charge:R:1
H 1.09355 -0.08465 4.87864 0.114
C -0.90548 0.75470 -1.47138 -0.028
N 0.52295 -2.24463 0.71359 0.106
C -0.37990 -2.39981 0.02180 -0.008
N 0.83803 0.55534 0.02933 0.179
H -2.33334 2.46128 -2.99377 0.050
C 2.25358 -0.44211 3.15727 -0.200
H 0.50596 -1.42417 3.68650 0.066
H -1.22950 -2.49013 -0.59751 0.078
N 2.15829 0.06674 1.80998 0.166
H 2.67160 -1.35297 3.07846 0.076
C 0.22369 0.13851 -1.10674 -0.133
C -1.77284 1.77026 -3.48547 -0.079
C 0.91101 -0.45470 3.82989 -0.058
H -0.83642 2.07379 -3.86330 0.078
N 1.43280 0.12234 0.90940 0.003
C -1.70527 0.43308 -2.74239 -0.225
H -1.32441 -0.44252 -3.42772 0.152
H -2.61934 -0.01220 -2.39263 0.101
H 0.67920 -0.66694 -1.51451 0.084
H 3.11698 0.29385 3.60991 0.192
H 0.39354 0.29194 3.23760 0.073
H -1.40131 1.57528 -0.97920 0.128
H -2.29338 1.47771 -4.38773 0.085
```

(4)
The following is a DFT calculation (ωB97M-V/def2-TZVPD) of 2 unconnected molecules or ions with the total composition C7H13N4 in a non-equilibrium geometry.

The value obtained for the HOMO energy (alpha / beta) is -10.89 / -10.29 eV. The calculation puts the relative energy (zero: lowest compared OMol25 entry of this formula, charge and spin) at 5.0869 eV. The net charge is +1. The orbital gap (alpha / beta) is 7.59 / 7.12 eV.

The geometry in XYZ format:
```
24
Properties=species:S:1:pos:R:3:lowdin_charge:R:1
H 0.72065 1.86918 -2.85538 0.113
C 0.33655 -1.90325 -0.71408 -0.090
H -3.11812 -0.87512 0.76644 0.141
H -1.29899 1.54952 -0.92554 0.150
C 1.38938 0.88717 0.96146 -0.030
N -0.97603 -1.61426 -0.40514 0.103
N -2.73712 -0.22868 0.08906 0.205
H 0.59342 -2.97041 -0.58192 0.142
N -1.00928 0.62497 -1.13263 0.180
H -1.50928 -2.32765 0.12761 0.192
H -3.17847 0.67619 -0.23744 0.173
H 2.27669 1.54240 0.77453 0.115
C 0.41116 0.53295 -1.31868 -0.362
C 0.26834 0.88789 1.96281 -0.160
H 0.31050 1.44684 2.89069 0.107
H 2.06593 1.47039 -1.87597 0.145
N 1.01009 1.55217 -1.94236 0.108
H -0.74320 0.81990 1.62912 0.063
H 2.12635 -0.77123 -1.31305 0.149
C 1.00862 -0.77226 -1.16253 -0.034
C 1.10717 -0.28358 1.83386 -0.182
C -1.60080 -0.45830 -0.54592 -0.371
H 0.66445 -1.15056 1.49348 0.050
H 1.88199 -0.50429 2.48157 0.093
```